[1]
{"formula": "C3H4S2", "method": "ωB97M-V/def2-TZVPD", "gap_ev": 8.9, "multiplicity": 1, "de_lowest_kcal_mol": 82.6, "total_energy_ha": -912.92880, "mol_weight_g_mol": 104.20, "e_lumo_ev": 0.49, "symbols": ["C", "C", "C", "S", "S", "H", "H", "H", "H"], "positions_angstrom": [[1.3591, -0.1367, -0.5777], [1.1127, -0.0545, 0.6915], [-0.1021, -0.3144, -0.1547], [-1.1608, -1.6466, -0.0338], [-1.2954, 1.3131, -1.1509], [1.8010, -0.0893, -1.5186], [1.4956, 0.1345, 1.7760], [-1.8432, -1.1935, 1.0000], [-1.3669, 1.9873, -0.0319]], "forces_ev_per_angstrom": [[-2.9, -1.0, 1.1], [0.0, 0.8, 1.7], [1.7, 3.2, -0.9], [-0.2, -1.7, -0.6], [1.5, -1.9, 0.7], [1.2, 0.0, -0.9], [-0.8, -0.3, -2.4], [-0.2, 0.2, 0.5], [-0.1, 0.6, 0.7]]}

[2]
{"formula": "C5H13N2O", "method": "ωB97M-V/def2-TZVPD", "gap_ev": 6.5, "multiplicity": 1, "de_lowest_kcal_mol": 29.4, "total_energy_ha": -383.01695, "mol_weight_g_mol": 117.17, "e_lumo_ev": 3.71, "total_charge": -1, "symbols": ["C", "N", "C", "O", "H", "H", "H", "H", "H", "H", "C", "C", "C", "N", "H", "H", "H", "H", "H", "H", "H"], "positions_angstrom": [[1.6876, 2.4579, 0.3465], [2.6509, 1.7200, -0.4553], [2.5842, 0.2480, -0.1242], [1.3848, -0.3114, -0.2625], [0.6613, 2.0961, 0.2158], [1.7361, 3.5282, 0.1243], [1.9485, 2.3237, 1.3995], [2.3505, 1.7509, -1.4285], [2.9768, 0.1942, 0.9238], [3.3824, -0.1780, -0.7827], [-1.0876, -1.1135, 1.3254], [-1.4392, -1.2529, -0.1512], [-3.4653, -1.3273, -1.2875], [-2.7712, -0.7449, -0.4184], [-0.1193, -1.5696, 1.5199], [-1.0362, -0.0657, 1.6047], [-1.8486, -1.5988, 1.9543], [-1.3349, -2.3045, -0.4503], [-0.6885, -0.6787, -0.6958], [-3.1128, -2.2153, -1.8279], [-4.4594, -0.9584, -1.5297]], "forces_ev_per_angstrom": [[0.0, -0.1, -0.1], [0.2, -0.1, 0.0], [-0.2, 0.0, -0.1], [0.0, 0.0, -0.1], [-0.1, 0.0, 0.0], [0.0, 0.0, 0.0], [0.0, 0.0, 0.1], [-0.1, 0.1, 0.1], [0.1, 0.1, 0.0], [0.0, -0.1, 0.1], [-0.4, -0.3, 0.1], [0.4, -0.1, 0.5], [0.0, -0.1, 0.0], [0.0, 0.2, -0.1], [0.1, 0.1, -0.1], [0.1, 0.1, 0.0], [0.1, 0.0, -0.1], [-0.1, 0.0, -0.2], [0.0, 0.1, -0.1], [0.0, 0.0, 0.0], [-0.1, 0.0, 0.0]]}

[3]
{"formula": "C35H44N2O2OsP3", "method": "ωB97M-V/def2-TZVPD", "gap_ev": [3.4, 5.6], "multiplicity": 5, "s2": 6.048, "total_energy_ha": -2734.51320, "mol_weight_g_mol": 807.90, "e_lumo_ev": [-2.46, -5.23], "total_charge": 1, "symbols": ["C", "C", "N", "C", "C", "C", "C", "P", "Os", "P", "C", "C", "C", "C", "C", "C", "C", "O", "O", "H", "H", "H", "C", "C", "H", "H", "H", "H", "C", "C", "H", "H", "H", "H", "H", "H", "H", "H", "H", "H", "H", "H", "H", "H", "H", "H", "H", "H", "H", "H", "H", "H", "N", "P", "C", "C", "C", "C", "C", "C", "C", "C", "C", "C", "C", "C", "C", "C", "C", "C", "C", "C", "H", "H", "H", "H", "H", "H", "H", "H", "H", "H", "H", "H", "H", "H", "H"], "positions_angstrom": [[-0.2183, 3.4297, -3.2782], [-0.2654, 2.0896, -2.8897], [0.5244, 1.6574, -1.8785], [1.4589, 2.4759, -1.3416], [1.4352, 3.8453, -1.6075], [0.5922, 4.3258, -2.5985], [-1.1726, 1.0974, -3.5667], [-1.5171, -0.3720, -2.5034], [0.3780, -0.3838, -1.1782], [2.5966, 0.0340, -0.6568], [2.4808, 1.8732, -0.3988], [0.3984, -2.4937, -1.1082], [-0.7007, -3.1949, -0.6008], [-0.6289, -4.5855, -0.4665], [0.5052, -5.2765, -0.9083], [1.5713, -4.5723, -1.4811], [1.5357, -3.1771, -1.5523], [-0.1539, 0.1031, -5.9800], [0.8211, -1.9965, -4.6998], [-0.8762, 3.7317, -4.0933], [2.0887, 4.4848, -1.0174], [0.5642, 5.3909, -2.8341], [-3.0334, 0.0830, -1.6167], [-2.0088, -1.7521, -3.5613], [3.4754, 2.3055, -0.5892], [2.2330, 2.1058, 0.6519], [-0.7384, 0.7212, -4.5497], [-2.1363, 1.5708, -3.8061], [3.1634, -0.6529, 0.9360], [4.0482, -0.1121, -1.7377], [-1.5953, -2.6609, -0.2735], [-1.4664, -5.1253, -0.0145], [0.5599, -6.3628, -0.8091], [2.4491, -5.0942, -1.8674], [2.3988, -2.6224, -1.9316], [1.0466, -1.7098, -3.7800], [1.0842, -2.9347, -4.7754], [0.3782, -0.6792, -5.6646], [0.4635, 0.7376, -6.3791], [1.3975, -0.5481, -2.4614], [-3.8291, 0.3357, -2.3326], [-3.3400, -0.7751, -1.0061], [-2.8581, 0.9356, -0.9499], [-2.8753, -1.4816, -4.1761], [-1.1760, -2.0375, -4.2157], [-2.2640, -2.6055, -2.9241], [4.9310, 0.3607, -1.2893], [4.2591, -1.1720, -1.9101], [3.8316, 0.3644, -2.6988], [4.1290, -0.2268, 1.2431], [2.4355, -0.4469, 1.7297], [3.2701, -1.7398, 0.8260], [-0.1147, -0.0462, 0.5151], [-0.6155, 0.3820, 2.0289], [0.5285, 1.5639, 2.7680], [1.5037, 1.1246, 3.6871], [2.3723, 2.0329, 4.2865], [2.2878, 3.3948, 3.9842], [1.3148, 3.8412, 3.0801], [0.4424, 2.9384, 2.4788], [-2.2682, 1.0674, 1.9185], [-3.3381, 0.4709, 2.6135], [-4.5675, 1.1294, 2.6949], [-4.7642, 2.3480, 2.0328], [-3.7428, 2.8810, 1.2357], [-2.5101, 2.2282, 1.1483], [-0.5583, -1.0887, 3.0480], [0.0291, -2.2807, 2.5861], [0.1098, -3.3901, 3.4291], [-0.3609, -3.3098, 4.7434], [-0.9205, -2.1171, 5.2194], [-1.0239, -1.0084, 4.3766], [1.5598, 0.0690, 3.9589], [3.1184, 1.6751, 4.9985], [2.9798, 4.1032, 4.4419], [1.2385, 4.9022, 2.8482], [-0.3241, 3.3004, 1.7952], [-3.1966, -0.5001, 3.0912], [-5.3741, 0.6881, 3.2835], [-5.7208, 2.8700, 2.1114], [-3.8955, 3.8112, 0.6856], [-1.7330, 2.6213, 0.4851], [0.3890, -2.3444, 1.5549], [0.5345, -4.3167, 3.0480], [-0.2935, -4.1819, 5.3975], [-1.2782, -2.0470, 6.2489], [-1.4584, -0.0790, 4.7495]], "forces_ev_per_angstrom": [[-0.4, -0.3, -0.2], [0.0, 0.2, 0.2], [0.4, 0.6, -0.2], [-0.4, 0.5, 0.4], [0.4, -0.5, 0.1], [-0.1, 0.1, 0.0], [-0.4, -0.2, 0.0], [-1.3, 1.2, -0.6], [2.2, -3.2, -3.1], [1.4, 1.5, 1.9], [0.2, 0.0, 0.0], [-0.2, 1.7, 0.2], [0.2, -0.8, 0.2], [-0.1, 0.1, -0.1], [0.0, 0.1, -0.1], [0.1, 0.1, 0.1], [-0.2, -0.8, 0.0], [0.9, -0.4, -0.5], [0.8, -0.7, 0.7], [0.2, 0.1, 0.2], [-0.1, 0.0, -0.3], [0.0, -0.3, 0.0], [-0.2, -0.1, 0.0], [0.2, -0.2, -0.3], [-0.3, 0.0, 0.0], [-0.1, -0.2, -0.2], [-0.3, 0.5, 1.1], [0.3, 0.0, 0.0], [0.2, 0.0, 0.1], [-0.2, -0.3, -0.4], [0.3, -0.1, 0.0], [0.3, 0.1, -0.2], [0.0, 0.4, -0.1], [-0.3, 0.0, 0.2], [-0.3, -0.3, 0.0], [-0.2, -0.3, -0.7], [-0.1, 0.7, 0.0], [-0.4, 0.7, -0.5], [-0.2, -0.4, 0.1], [-0.1, -0.5, -1.5], [0.2, -0.1, 0.2], [-0.1, 0.2, 0.0], [0.0, -0.2, -0.1], [0.1, 0.1, 0.2], [-0.4, 0.1, 0.3], [0.0, 0.2, -0.1], [-0.3, -0.1, 0.1], [0.1, 0.1, -0.1], [0.0, -0.1, 0.1], [-0.2, -0.1, -0.2], [0.0, 0.0, -0.3], [0.0, 0.2, 0.0], [-1.9, 0.7, 3.1], [0.3, 1.3, 0.8], [-0.9, -1.2, -0.7], [0.7, 0.0, 0.6], [-0.3, -0.5, -0.2], [0.2, 0.4, 0.0], [-0.1, -0.3, 0.0], [0.2, 0.9, -0.2], [0.6, -0.7, -0.3], [-0.7, 0.2, 0.2], [0.5, -0.4, 0.0], [0.0, 0.3, -0.2], [0.1, -0.3, 0.2], [-0.1, 0.5, 0.1], [0.0, -0.5, 0.5], [-0.3, 0.3, 0.1], [-0.1, 0.2, 0.2], [0.0, 0.1, -0.2], [0.0, 0.0, -0.2], [0.2, -0.4, -0.1], [0.1, 0.3, -0.1], [-0.2, 0.1, -0.2], [-0.2, -0.2, -0.1], [0.0, -0.2, 0.0], [0.3, 0.0, 0.2], [-0.1, 0.4, 0.0], [0.2, 0.1, -0.2], [0.3, -0.2, 0.0], [0.0, -0.3, 0.1], [-0.3, -0.1, 0.2], [-0.1, 0.0, 0.4], [0.0, 0.2, 0.1], [0.0, 0.3, -0.2], [0.1, -0.1, -0.3], [0.2, -0.2, -0.1]]}